1.
This record from the OMol25 dataset describes a molecular structure, CH8NO3 at a distorted geometry. The level of theory is ωB97M-V with the def2-TZVPD basis set.

Geometry (Å):
N: -1.168 -1.092 -0.262
C: -0.424 -1.056 1.072
O: 0.668 -0.382 1.151
H: -0.378 -1.148 -0.938
H: -1.655 -0.123 -0.531
H: -0.410 -2.073 1.447
H: -1.205 -0.702 1.857
H: -0.382 1.582 -0.697
H: 0.025 2.684 0.450
O: -0.571 2.510 -0.340
H: 1.317 -0.401 -0.351
H: 1.934 0.133 -1.884
O: 2.249 0.067 -0.972

Computed properties:
Total charge: -1
Total energy, a.u.: -323.34358
Lowest unoccupied orbital energy, eV: 4.3
Maximum force, hartree/bohr: 0.0796
HOMO-LUMO gap, eV: 7.7
Energy above the lowest of the compared OMol25 structures with the same formula, charge and spin, eV: 1.8448

2.
This record from the OMol25 dataset describes 9 unconnected molecules or ions with the total composition C30H62N2O15S2 at a distorted geometry. The level of theory is ωB97M-V with the def2-TZVPD basis set.

Geometry (Å):
C: 6.143 -4.454 1.239
C: 7.569 -3.971 0.817
O: 7.922 -3.930 -0.343
N: 8.396 -3.600 1.840
C: 9.663 -2.818 1.683
H: 6.423 -5.441 1.608
H: 5.462 -4.571 0.397
H: 5.741 -3.850 2.053
H: 8.100 -3.676 2.802
H: 10.115 -2.947 0.699
H: 10.299 -3.079 2.529
H: 9.340 -1.791 1.851
C: -8.926 3.034 0.193
C: -7.734 2.117 0.577
O: -7.015 2.372 1.574
N: -7.509 1.179 -0.311
C: -6.449 0.203 -0.323
H: -8.629 3.970 -0.279
H: -9.511 3.360 1.054
H: -9.635 2.468 -0.411
H: -8.238 1.138 -1.009
H: -6.882 -0.685 -0.784
H: -5.901 0.022 0.602
H: -5.673 0.529 -1.016
C: -0.286 -1.718 -1.052
C: 1.069 -1.751 -0.292
O: 1.222 -0.557 0.374
S: -0.141 0.437 0.231
O: 0.211 1.830 -0.074
O: -1.093 0.249 1.349
O: -0.649 -0.403 -1.129
H: -1.135 -2.161 -0.532
H: -0.186 -2.205 -2.022
H: 1.851 -1.828 -1.048
H: 1.049 -2.608 0.382
C: -0.300 -3.365 5.062
C: -0.123 -4.438 6.171
O: -0.600 -5.646 5.673
S: -0.332 -5.692 4.047
O: -1.224 -6.598 3.342
O: 1.097 -5.807 3.806
O: -0.738 -4.093 3.921
H: 0.603 -2.782 4.882
H: -1.074 -2.610 5.198
H: -0.647 -4.308 7.118
H: 0.931 -4.624 6.378
C: -5.458 7.333 2.497
C: -4.381 7.215 1.379
C: -3.075 7.156 2.127
O: -3.452 7.035 3.447
C: -4.791 6.586 3.614
H: -6.416 6.927 2.173
H: -5.676 8.360 2.793
H: -4.314 8.086 0.727
H: -4.628 6.278 0.881
H: -2.293 7.900 1.980
H: -2.544 6.254 1.823
H: -5.242 6.707 4.599
H: -4.796 5.498 3.549
C: 0.722 4.195 5.393
C: 0.916 2.828 5.943
C: 2.295 2.912 6.647
O: 2.888 4.077 6.072
C: 2.091 4.549 4.931
H: 0.388 4.943 6.113
H: 0.070 4.209 4.520
H: 0.925 2.070 5.159
H: 0.162 2.580 6.690
H: 2.785 1.971 6.394
H: 2.241 2.950 7.735
H: 2.271 4.089 3.959
H: 2.069 5.631 4.804
C: -2.479 4.715 -4.612
C: -3.462 3.794 -3.892
C: -4.726 4.657 -3.780
O: -4.242 6.006 -3.742
C: -2.786 6.126 -4.057
H: -2.665 4.766 -5.685
H: -1.423 4.470 -4.495
H: -2.971 3.550 -2.950
H: -3.485 2.878 -4.482
H: -5.316 4.521 -2.873
H: -5.398 4.497 -4.623
H: -2.195 6.263 -3.151
H: -2.465 6.810 -4.844
C: 4.593 -1.677 -5.608
C: 5.737 -2.595 -5.212
C: 7.022 -1.872 -5.802
O: 6.579 -0.939 -6.707
C: 5.296 -0.481 -6.270
H: 4.012 -1.326 -4.755
H: 3.872 -2.150 -6.274
H: 5.608 -3.562 -5.698
H: 5.704 -2.798 -4.142
H: 7.691 -2.558 -6.323
H: 7.543 -1.401 -4.968
H: 4.682 0.035 -7.007
H: 5.406 0.392 -5.627
C: -0.320 -8.070 -3.973
C: 1.074 -7.762 -4.296
C: 1.354 -6.513 -3.482
O: 0.500 -6.549 -2.385
C: -0.736 -7.064 -2.899
H: -0.339 -9.091 -3.592
H: -0.996 -8.086 -4.828
H: 1.259 -7.621 -5.361
H: 1.706 -8.586 -3.967
H: 1.320 -5.627 -4.117
H: 2.332 -6.589 -3.005
H: -1.414 -6.299 -3.277
H: -1.203 -7.500 -2.016

Computed properties:
Total energy, a.u.: -3214.50469
Lowest unoccupied orbital energy, eV: 0.1
SMILES string: O=S1(=O)OCCO1.O=S1(=O)OCCO1.CNC(C)=O.CNC(C)=O.C1CCOC1.C1CCOC1.C1CCOC1.C1CCOC1.C1CCOC1
Maximum force, hartree/bohr: 0.0869
HOMO-LUMO gap, eV: 9.1
Energy above the lowest of the compared OMol25 structures with the same formula, charge and spin, eV: 0.0000

Question: lowest unoccupied orbital energy of number 2 (C30H62N2O15S2)?
Answer: 0.1 eV

Question: Number 2 is which compound?
Answer: C30H62N2O15S2

Question: maximum force of number 1 (CH8NO3)?
Answer: 0.0796 hartree/bohr